No. 1
{
  "formula": "C13H21P",
  "method": "ωB97M-V with the def2-TZVPD basis set",
  "species": ["C", "C", "C", "C", "C", "C", "C", "C", "C", "C", "C", "C", "C", "P", "H", "H", "H", "H", "H", "H", "H", "H", "H", "H", "H", "H", "H", "H", "H", "H", "H", "H", "H", "H", "H"],
  "xyz": [[-3.93898, -0.59113, -0.65327], [-2.77572, -0.60633, -1.36113], [-3.89079, 0.53753, 0.24874], [-1.93667, 0.48073, -0.90798], [-0.06309, -0.67041, 2.24607], [0.78247, 0.44610, 1.57028], [-0.80267, -1.45440, 1.16193], [-2.72459, 1.22571, 0.11844], [1.13294, 0.09251, 0.17326], [2.61598, 1.92150, -0.88917], [2.58507, -1.49097, -1.18274], [1.26052, 1.29705, -0.69409], [2.26972, -0.94577, 0.18182], [-0.45373, -0.93512, -0.61240], [-4.82044, -1.17056, -0.84551], [-2.89216, -1.16094, -2.24001], [-4.66890, 0.86202, 0.90984], [-1.45369, 1.23174, -1.62353], [0.55646, -1.29500, 2.90809], [-0.91249, -0.34424, 2.84734], [0.17711, 1.42373, 1.62739], [1.58669, 0.58482, 2.21375], [-0.69554, -2.56714, 1.10554], [-1.90068, -1.30668, 1.25011], [-2.27272, 2.05262, 0.56274], [3.02033, 2.52332, -0.06171], [2.58067, 2.59429, -1.72400], [3.39574, 1.16294, -1.11457], [3.17410, -0.70910, -1.60233], [1.60715, -1.48202, -1.68226], [2.99271, -2.44751, -1.18381], [0.98066, 0.93552, -1.74558], [0.46270, 2.04731, -0.52671], [3.09159, -0.46527, 0.74239], [1.93025, -1.77684, 0.78305]],
  "nbo_charge": [-0.245, -0.251, -0.232, -0.504, -0.420, -0.424, -0.743, -0.226, -0.196, -0.612, -0.617, -0.417, -0.424, 0.789, 0.216, 0.236, 0.211, 0.268, 0.206, 0.221, 0.200, 0.212, 0.232, 0.242, 0.215, 0.203, 0.213, 0.200, 0.202, 0.218, 0.214, 0.191, 0.214, 0.205, 0.204],
  "homo_energy_ev": -8.00,
  "orbital_gap_ev": 8.8,
  "total_energy_ev": -23107.41903,
  "total_charge": 0,
  "e_above_lowest_kcal_mol": 57.1
}



No. 2
{
  "formula": "C13H22BI2LuO3P2",
  "method": "ωB97M-V with the def2-TZVPD basis set",
  "species": ["I", "I", "Lu", "P", "C", "C", "H", "H", "H", "H", "H", "H", "C", "H", "H", "H", "P", "C", "C", "H", "H", "H", "C", "H", "H", "H", "H", "H", "H", "C", "O", "O", "B", "O", "C", "C", "C", "C", "C", "C", "H", "H", "H", "H"],
  "xyz": [[0.00190, -1.12450, -5.18216], [-0.00079, 1.62436, -4.47785], [0.00316, 1.68350, 0.16320], [-2.07251, 0.03444, 0.41228], [-2.97284, -0.08813, -1.18052], [-2.66699, -1.45521, 1.21493], [-3.72772, -1.33822, 1.43979], [-3.90006, 1.17379, 1.34280], [-2.10852, -1.63777, 2.12800], [-2.39391, 1.68143, 2.17892], [-2.68528, -1.02005, -1.69892], [-2.50938, -2.30837, 0.54876], [-2.85132, 1.48939, 1.20328], [-4.05733, -0.10773, -0.98004], [-2.81867, 2.38366, 0.56264], [-2.74273, 0.73309, -1.85676], [2.07193, 0.02369, 0.41936], [2.97632, -0.10253, -1.17157], [2.85842, 1.47123, 1.21508], [2.09359, -1.65308, 2.13087], [3.71600, -1.36171, 1.44771], [2.49437, -2.32234, 0.55146], [2.65529, -1.47161, 1.21972], [2.39863, 1.66495, 2.18917], [3.90448, 1.14860, 1.35802], [4.06015, -0.12770, -0.96787], [2.75227, 0.72039, -1.84777], [2.83388, 2.36662, 0.57588], [2.68539, -1.03293, -1.69121], [0.00150, -0.14606, -1.13925], [0.00059, -1.09392, -1.81139], [-0.00576, -1.23272, 2.53680], [-0.00226, -0.27330, 1.56175], [-0.00008, 1.17999, 2.44924], [-0.00232, 0.71816, 3.77843], [-0.00146, 1.42247, 4.98967], [-0.00220, 0.70164, 6.18642], [-0.00473, -0.69552, 6.18209], [-0.00563, -1.41210, 4.97523], [-0.00533, -0.67440, 3.80073], [0.00052, 2.50973, 4.94795], [-0.00205, 1.23007, 7.13941], [-0.00503, -1.24777, 7.11797], [-0.00706, -2.49404, 4.90873]],
  "nbo_charge": [0.099, -0.019, 1.451, 0.941, -0.931, -0.947, 0.274, 0.263, 0.268, 0.263, 0.263, 0.275, -0.957, 0.267, 0.240, 0.251, 0.940, -0.930, -0.957, 0.268, 0.274, 0.275, -0.947, 0.263, 0.263, 0.267, 0.251, 0.240, 0.263, 0.351, -0.484, -0.788, 0.683, -0.844, 0.202, -0.223, -0.186, -0.175, -0.233, 0.235, 0.241, 0.252, 0.249, 0.250],
  "homo_energy_ev": -13.01,
  "orbital_gap_ev": 5.2,
  "total_energy_ev": -89039.31399,
  "total_charge": 2,
  "e_above_lowest_kcal_mol": 70.1
}



No. 3
{
  "formula": "C13H22Br2Cl5KN2O6",
  "method": "ωB97M-V with the def2-TZVPD basis set",
  "species": ["C", "C", "Br", "C", "C", "N", "C", "N", "C", "Br", "H", "H", "H", "H", "H", "H", "H", "H", "H", "C", "C", "C", "O", "C", "H", "H", "H", "H", "H", "H", "H", "H", "C", "C", "O", "H", "H", "H", "H", "H", "K", "C", "Cl", "Cl", "Cl", "Cl", "O", "Cl", "O", "O", "O"],
  "xyz": [[-0.14895, 0.84427, -0.20260], [-0.79085, 1.99649, -0.94658], [0.51948, 3.03390, -1.96534], [-1.76292, 1.38805, -1.94471], [-2.73814, 0.48854, -1.29995], [-3.67113, 0.83238, -0.34892], [-4.38661, -0.22255, 0.01256], [-3.93478, -1.25261, -0.68716], [-2.91305, -0.84486, -1.50790], [-2.02160, -1.99920, -2.59636], [-0.88103, 0.07788, 0.00352], [0.31959, 1.15841, 0.71338], [0.69182, 0.36071, -0.70279], [-1.20340, 2.75833, -0.29366], [-1.19071, 0.79677, -2.65072], [-2.27960, 2.16391, -2.50550], [-3.79399, 1.76308, 0.01334], [-5.18623, -0.24165, 0.72269], [-4.29178, -2.19159, -0.60809], [1.27529, 4.67075, 4.13243], [1.20959, 3.17838, 3.80031], [-0.28862, 2.96162, 3.60890], [-0.80161, 4.19210, 3.10114], [0.17740, 5.22794, 3.22940], [2.24484, 5.12929, 3.94457], [1.02726, 4.82397, 5.18196], [1.72646, 2.98802, 2.86799], [1.63484, 2.53375, 4.56817], [-0.77304, 2.73337, 4.56108], [-0.52374, 2.15894, 2.90532], [0.56661, 5.46663, 2.23188], [-0.29751, 6.12068, 3.63126], [3.48109, -1.22948, -1.58904], [1.97044, -0.96632, -1.71068], [1.24348, -1.22425, -0.61025], [3.82033, -2.25183, -1.42624], [3.99578, -0.87388, -2.49300], [3.80186, -0.63972, -0.71974], [1.62853, -1.45575, -2.65340], [1.99559, 0.13461, -2.00942], [2.46709, 2.27068, 1.37017], [2.27153, -4.81753, -3.75466], [1.95041, -6.25393, -4.74154], [0.90315, -4.46861, -2.74117], [3.70599, -5.11780, -2.76613], [2.60755, -3.44790, -4.84590], [-1.45082, -5.42414, -0.39894], [-0.66876, -6.60222, -0.06529], [-0.38454, -7.33804, -1.27676], [-1.42728, -7.43143, 0.84416], [0.56727, -6.19528, 0.55848]],
  "lowdin_charge": [-0.164, -0.714, 0.712, -0.192, -0.264, 0.168, -0.045, 0.125, -0.674, 0.973, 0.085, 0.009, 0.007, 0.070, 0.108, 0.123, 0.185, 0.157, 0.182, -0.143, -0.206, -0.185, -0.133, -0.185, 0.117, 0.123, -0.068, 0.132, 0.129, 0.113, 0.119, 0.124, -0.117, -0.578, -0.333, 0.043, 0.061, 0.043, 0.058, 0.068, 0.916, -2.045, 0.515, 0.584, 0.528, 0.486, -0.441, 0.599, -0.401, -0.388, -0.386],
  "homo_energy_ev": -6.30,
  "orbital_gap_ev": 4.7,
  "total_energy_ev": -248111.70427,
  "total_charge": 0
}



No. 4
{
  "formula": "C13H22BrNO6S",
  "method": "ωB97M-V with the def2-TZVPD basis set",
  "species": ["O", "S", "O", "O", "C", "C", "Br", "C", "C", "C", "C", "C", "N", "O", "H", "H", "H", "H", "H", "H", "C", "C", "C", "O", "H", "H", "H", "H", "H", "H", "H", "H", "C", "C", "C", "O", "H", "H", "H", "H", "H", "H", "H", "H"],
  "xyz": [[-5.76021, 1.23565, -1.46956], [-4.87218, 0.41851, -2.20212], [-5.34305, -0.49339, -3.18713], [-3.71001, 1.31381, -2.82575], [-2.55103, 0.46036, -2.89394], [-2.53896, -0.15135, -1.48644], [-1.58645, -1.82394, -1.51340], [-1.95452, 0.81081, -0.45244], [-0.58093, 0.95014, -0.31303], [-0.11256, 1.88174, 0.59681], [-1.02473, 2.62104, 1.32946], [-2.37334, 2.40469, 1.11145], [-2.83699, 1.51687, 0.23619], [-3.90840, -0.39580, -1.20511], [-2.68755, -0.28500, -3.67871], [-1.67518, 1.08268, -3.06551], [0.12731, 0.36927, -0.89301], [0.95456, 2.02097, 0.72909], [-0.70676, 3.35739, 2.05838], [-3.11769, 2.97166, 1.66540], [4.19630, 2.58201, -1.43474], [3.72736, 1.49844, -0.47753], [4.86415, 0.58884, -0.04227], [2.66817, 0.73486, -1.06000], [4.60781, 2.13079, -2.34184], [3.36490, 3.22416, -1.72600], [4.97194, 3.20010, -0.98147], [3.28150, 1.96379, 0.40416], [5.29440, 0.08217, -0.91058], [4.50262, -0.17418, 0.64671], [5.65691, 1.15524, 0.44760], [3.02043, 0.29646, -1.84278], [-1.16941, -4.16790, 2.10049], [0.13353, -3.43359, 2.37505], [-0.11027, -2.00540, 2.83858], [0.97499, -3.44825, 1.22187], [-1.72757, -3.66084, 1.30799], [-0.97147, -5.18888, 1.77405], [-1.79983, -4.20186, 2.98999], [0.69901, -3.97188, 3.13787], [-0.63885, -1.44331, 2.06223], [0.83590, -1.50043, 3.03444], [-0.71434, -1.98089, 3.74657], [0.50457, -2.97273, 0.52877]],
  "nbo_charge": [-0.865, 2.554, -0.904, -0.677, -0.134, 0.189, 0.056, 0.127, -0.254, -0.146, -0.252, 0.047, -0.402, -0.687, 0.221, 0.228, 0.249, 0.222, 0.223, 0.201, -0.631, 0.098, -0.631, -0.732, 0.200, 0.218, 0.215, 0.167, 0.200, 0.224, 0.214, 0.464, -0.632, 0.095, -0.632, -0.717, 0.202, 0.217, 0.211, 0.172, 0.200, 0.215, 0.211, 0.457],
  "homo_energy_ev": -10.09,
  "orbital_gap_ev": 10.4,
  "total_energy_ev": -108489.76842,
  "total_charge": 0,
  "e_above_lowest_kcal_mol": 0.0
}



No. 5
{
  "formula": "C13H22F3N3O3",
  "method": "ωB97M-V with the def2-TZVPD basis set",
  "species": ["C", "C", "N", "C", "C", "N", "C", "C", "N", "C", "C", "C", "O", "H", "H", "H", "H", "H", "H", "H", "H", "H", "H", "H", "H", "H", "H", "H", "H", "C", "C", "O", "C", "O", "C", "F", "F", "F", "H", "H", "H", "H", "H", "H"],
  "xyz": [[5.12148, -1.94605, 0.74159], [4.20370, -1.96641, 1.96611], [2.74413, -1.90703, 1.69327], [2.29876, -2.77368, 0.61976], [0.95433, -3.40076, 0.98000], [-0.09321, -2.39157, 0.89647], [-0.80903, -2.07519, -0.25292], [-1.62638, -1.04587, 0.07125], [-1.41345, -0.74698, 1.39669], [-0.48716, -1.57990, 1.87154], [2.33011, -0.52979, 1.55787], [2.46080, 0.23456, 0.26263], [1.91409, 0.03325, 2.52954], [4.75688, -1.29298, -0.03974], [5.22989, -2.94982, 0.34403], [6.10607, -1.63110, 1.06311], [4.40057, -2.81929, 2.60566], [4.43039, -1.09450, 2.57317], [2.16897, -2.27632, -0.34199], [2.98764, -3.59193, 0.44074], [0.72648, -4.19095, 0.27435], [0.98081, -3.84643, 1.96610], [-0.69108, -2.56109, -1.19855], [-2.31534, -0.48968, -0.54040], [-1.83566, -0.01672, 1.94743], [-0.06095, -1.60213, 2.85615], [3.42794, 0.72746, 0.26951], [2.31262, -0.34400, -0.63929], [1.71568, 1.02006, 0.28092], [-3.26262, 3.87911, -0.09632], [-3.76648, 4.51855, -1.39077], [-3.16748, 4.05550, -2.57266], [-3.72280, 2.84157, -3.20954], [-5.00588, 2.80595, -3.31439], [-3.18478, 1.56026, -2.50562], [-1.87558, 1.68184, -2.10204], [-3.19037, 0.50250, -3.34309], [-3.85968, 1.15582, -1.40563], [-2.18040, 3.73914, -0.13400], [-3.50770, 4.51967, 0.75607], [-3.72806, 2.91231, 0.08468], [-3.50556, 5.58127, -1.34759], [-4.85762, 4.46575, -1.45822], [-3.12407, 2.83567, -4.15589]],
  "nbo_charge": [-0.640, -0.208, -0.528, -0.233, -0.215, -0.298, -0.068, -0.027, -0.457, 0.262, 0.725, -0.750, -0.544, 0.211, 0.208, 0.232, 0.207, 0.214, 0.196, 0.226, 0.226, 0.234, 0.256, 0.294, 0.462, 0.264, 0.258, 0.223, 0.260, -0.645, -0.070, -0.588, 0.332, -0.857, 0.906, -0.380, -0.350, -0.359, 0.196, 0.193, 0.199, 0.158, 0.191, 0.084],
  "homo_energy_ev": -5.73,
  "orbital_gap_ev": 5.0,
  "total_energy_ev": -32599.99965,
  "total_charge": 0
}